ORCA calculation (wB97M-V/def2-TZVPD) on a molecular structure, C26H35BFeN5O8P2S.

Cartesian coordinates (Å):
Fe -1.47320 -0.03217 0.52170
O -2.86072 0.47316 1.89292
C -3.77842 -0.28150 2.22086
C -3.87725 -1.69403 2.00763
C -5.02188 -2.32271 2.51694
C -5.16399 -3.67872 2.42810
C -4.16237 -4.47109 1.83377
C -3.03970 -3.88680 1.33532
C -2.83780 -2.46862 1.37819
O -1.77629 -1.97314 0.88938
N -6.35423 -4.31392 2.96842
O -7.19170 -3.60663 3.49955
O -6.43554 -5.52695 2.88486
H -4.61900 0.16859 2.76910
H -5.79996 -1.73724 2.98940
H -4.30748 -5.54057 1.78162
H -2.26876 -4.48356 0.86541
C -2.44458 3.29658 -0.07517
P -1.06715 2.18716 0.32454
C 0.29117 2.77649 -0.73905
C -0.48450 2.72655 1.97718
C 0.66120 1.80309 2.40476
P 0.11891 0.05790 2.21802
C 1.67713 -0.87276 2.35340
C -0.65709 -0.30251 3.83186
H -2.81039 3.07266 -1.07850
H -2.14434 4.34366 -0.01820
H -3.26079 3.10747 0.62261
H 0.56381 3.80145 -0.48341
H -0.01170 2.75615 -1.78531
H 1.16579 2.13665 -0.61959
H -1.33257 2.63496 2.66091
H -0.17568 3.77416 1.95973
H 0.98397 2.00102 3.42950
H 1.53089 1.94022 1.75514
H 2.12500 -0.71685 3.33529
H 2.36333 -0.53108 1.58192
H 1.48561 -1.93926 2.21988
H 0.07758 -0.23966 4.63578
H -1.07640 -1.30977 3.80568
H -1.46667 0.39960 4.02478
N 1.64272 -4.30999 -0.73045
C 1.83856 -3.60939 -1.88800
O 2.61182 -3.97137 -2.74790
C 1.03325 -2.35150 -2.03389
C 0.90253 -1.77589 -3.28968
C 0.14062 -0.63033 -3.41445
C -0.47105 -0.10503 -2.28764
N -0.32162 -0.63150 -1.06753
C 0.43345 -1.72738 -0.95409
H 2.09059 -5.20969 -0.67838
H 0.80570 -4.17316 -0.19123
H 1.40046 -2.23311 -4.13430
H -0.00361 -0.14851 -4.37065
H -1.11835 0.75515 -2.36391
H 0.55712 -2.09770 0.05291
B -4.51212 0.86697 -2.86693
C -3.67531 0.35519 -1.62895
N -2.97745 0.04877 -0.76183
H -5.39005 1.59089 -2.44827
H -4.94824 -0.08893 -3.46633
H -3.70952 1.49194 -3.54246
N 2.85583 0.44919 -0.59795
C 3.95322 1.19449 -1.11818
C 3.73110 2.17633 -2.07856
C 4.77833 2.97049 -2.51876
C 6.05606 2.79980 -2.00456
C 6.27889 1.80774 -1.06320
C 5.23409 1.00901 -0.61705
S 7.38601 3.89139 -2.52311
O 8.59799 3.14469 -2.22026
O 7.13564 4.10347 -3.94098
O 7.19181 5.07806 -1.70128
H 3.14230 -0.47621 -0.30345
H 2.13239 0.33042 -1.29853
H 2.73228 2.31314 -2.48371
H 4.62047 3.72846 -3.27526
H 7.28565 1.66886 -0.69141
H 5.41420 0.23725 0.12528

The calculation puts the largest force on an atom at 0.28 eV/Å. As for the charge: -1. For the electronic energy, the calculation gives -4257.0324 Ha. Its spin multiplicity is 1.

Atomic partial charges in e from the Löwdin method, atoms 1 to 5:
1. Fe 0.09
2. O -0.11
3. C -0.16
4. C -0.11
5. C 0.05



ORCA calculation (wB97M-V/def2-TZVPD) on a molecular structure, C27H45IrN2 in a non-equilibrium geometry.

Cartesian coordinates (Å):
Ir -0.32381 0.08789 -0.27409
C 0.14477 -1.84686 0.76140
C 1.36849 -1.15296 0.41620
C 1.42467 0.01425 1.26958
C 0.27634 -0.04061 2.10753
C -0.47674 -1.18961 1.85289
C -1.63832 -1.67427 2.69537
C -2.55383 -2.64489 1.94638
C -1.00880 -2.41615 3.88730
C -2.46846 -0.50139 3.22397
C 2.43076 1.17392 1.35646
C 2.63706 1.92020 0.03244
C 3.78309 0.65405 1.87244
C 1.93517 2.21904 2.36619
C 2.41378 -1.95953 -0.36460
C 1.71443 -3.01979 -1.23578
C 3.28981 -1.13710 -1.30942
C 3.29289 -2.69926 0.65290
H -0.09424 -2.82349 0.37912
H 0.02069 0.70481 2.84168
H -1.99969 -3.45111 1.46438
H -3.18021 -2.14102 1.20701
H -3.24404 -3.10987 2.65108
H -0.46040 -3.29916 3.55634
H -1.79120 -2.73919 4.57553
H -0.31876 -1.76906 4.43030
H -2.82894 0.13575 2.41376
H -1.89548 0.12424 3.90867
H -3.33706 -0.87164 3.76930
H 2.81570 1.25559 -0.80608
H 3.49045 2.59457 0.12559
H 1.75882 2.52195 -0.19952
H 4.30535 0.04195 1.14113
H 3.65746 0.06564 2.78341
H 4.42486 1.50315 2.11080
H 0.97095 2.64056 2.07169
H 2.65376 3.03742 2.40990
H 1.84492 1.80989 3.37364
H 0.85353 -2.60325 -1.76664
H 1.38468 -3.87960 -0.65280
H 2.41582 -3.39207 -1.98197
H 2.68051 -0.63789 -2.06874
H 3.98474 -1.80196 -1.82369
H 3.88499 -0.38311 -0.80208
H 2.67540 -3.30652 1.31752
H 3.87842 -2.01767 1.26687
H 3.98609 -3.36468 0.13571
C -0.18740 3.67778 -1.98526
C -1.29980 2.67297 -1.60307
C -2.56240 3.47308 -1.28502
C -0.79377 1.91913 -0.40139
C -1.48010 1.61985 -2.68995
C -2.69216 1.30803 -3.27809
C -2.80214 0.19785 -4.12154
C -1.70158 -0.59834 -4.38767
C -0.46198 -0.26799 -3.84124
C -0.35702 0.82449 -2.99405
H -0.10113 4.45205 -1.22228
H -0.44425 4.15482 -2.93177
H 0.78561 3.20191 -2.09280
H -2.34584 4.21243 -0.51399
H -3.39258 2.86322 -0.92435
H -2.90374 4.00879 -2.17214
H -0.64565 2.55414 0.48154
H -3.56702 1.91736 -3.08718
H -3.75821 -0.03833 -4.57001
H -1.79953 -1.45164 -5.04515
H 0.41852 -0.84742 -4.08751
H 0.61904 1.16915 -2.67422
N -3.49374 0.01470 -0.36371
N -2.24849 -0.60022 -0.77065
H -3.59502 0.84570 -0.94024
H -3.35756 0.33572 0.59022
H -2.32236 -0.70713 -1.78521
H -2.28811 -1.54323 -0.39233

The calculation puts the largest force on an atom at 3.28 eV/Å. As for the charge: +1. For the electronic energy, the calculation gives -1269.3537 Ha. Its spin multiplicity is 2.

Atomic partial charges in e from the Löwdin method, atoms 1 to 5:
1. Ir 1.32
2. C -0.16
3. C -0.27
4. C -0.18
5. C -0.04



The lowest electronic energy belongs to which entry? C26H35BFeN5O8P2S



Look up the electronic energy of the first one. -4257.0324 Ha